No. 1
Below is a single C16H18N4O3 molecule, with properties calculated with ωB97M-V/def2-TZVPD.

Geometry as ORCA input:
```
! wB97M-V def2-TZVPD RIJCOSX def2/J DEFGRID3
* xyz 0 1
C 1.803 -2.227 -4.760
C 1.289 -1.278 -3.719
C -0.079 -1.069 -3.568
C -0.563 -0.208 -2.608
C 0.313 0.470 -1.761
O -0.282 1.320 -0.868
C 0.495 1.985 0.090
C 1.023 1.040 1.174
O 1.100 -0.160 1.033
N 1.434 1.688 2.298
C 1.664 0.945 3.516
C 0.350 0.783 4.308
N -0.656 0.161 3.488
C -1.408 0.884 2.632
O -1.521 2.098 2.674
C -2.086 0.043 1.601
C -2.847 0.617 0.584
N -3.372 -0.117 -0.383
C -3.135 -1.418 -0.349
C -2.389 -1.998 0.672
N -1.870 -1.270 1.642
C 1.679 0.272 -1.904
C 2.150 -0.596 -2.875
H 1.571 -3.255 -4.481
H 2.880 -2.137 -4.870
H 1.334 -2.030 -5.723
H -0.771 -1.588 -4.216
H -1.622 -0.036 -2.492
H 1.336 2.525 -0.369
H -0.185 2.709 0.549
H 1.150 2.649 2.415
H 2.410 1.463 4.123
H 2.043 -0.036 3.222
H 0.522 0.181 5.201
H -0.031 1.767 4.596
H -0.548 -0.816 3.241
H -3.029 1.681 0.556
H -3.553 -2.005 -1.156
H -2.200 -3.062 0.715
H 2.387 0.767 -1.258
H 3.217 -0.742 -2.969
*
```

For the frontier orbital gap, the calculation gives 8.153 eV. The SMILES is Cc1ccc(OCC(=O)NCCNC(=O)c2cnccn2)cc1. The total energy is -28987.729 eV. For the largest force on an atom, the calculation gives 0.6 eV Å⁻¹. The calculation puts the highest occupied orbital energy at -8.06 eV. As for the lowest unoccupied orbital energy: 0.004 Eh. Its energy relative to the best compared isomer or geometry (same formula, charge and spin) is 87.2 kJ/mol.

No. 2
Below is a single C3H8N4S molecule in a non-equilibrium geometry, with properties calculated with ωB97M-V/def2-TZVPD.

Geometry as ORCA input:
```
! wB97M-V def2-TZVPD RIJCOSX def2/J DEFGRID3
* xyz 0 1
H -0.081 1.984 -0.133
N -1.041 1.855 0.116
C -1.422 0.596 -0.050
N -2.752 0.389 -0.018
N -3.338 -0.933 0.089
S -0.605 -0.956 0.119
N 0.909 -0.099 0.019
C 1.970 -0.822 -0.179
C 3.224 0.177 0.190
H -3.283 1.206 -0.479
H -3.324 -1.436 1.000
H -2.985 -1.453 -0.640
H 2.230 -1.978 -0.492
H 2.760 1.279 0.085
H 3.749 0.089 1.142
H 3.989 0.103 -0.769
*
```

For the frontier orbital gap, the calculation gives 9.246 eV. The SMILES is [H]/N=C(/NN)S/N=C/C. The total energy is -20032.372 eV. For the largest force on an atom, the calculation gives 4.8 eV Å⁻¹. The calculation puts the highest occupied orbital energy at -8.68 eV. As for the lowest unoccupied orbital energy: 0.021 Eh. Its energy relative to the best compared isomer or geometry (same formula, charge and spin) is 372.9 kJ/mol.

No. 3
Below is a molecular structure, C6H3Cl2NO3PmSTi in a non-equilibrium geometry, with properties calculated with ωB97M-V/def2-TZVPD.

Geometry as ORCA input:
```
! wB97M-V def2-TZVPD RIJCOSX def2/J DEFGRID3
* xyz 4 6
Pm -3.494 -3.680 -1.234
Ti -1.048 -0.834 0.421
Cl -3.052 -3.890 1.176
Cl -2.662 -1.000 -1.432
C 0.653 -0.889 -0.357
C -5.328 -5.610 -1.029
C -4.491 -5.020 -3.164
O 1.692 -0.648 -0.883
O -6.020 -6.521 -1.252
O -4.921 -5.465 -4.149
S -0.761 0.856 3.794
C -0.707 2.441 2.994
C -0.629 2.285 1.619
N -0.822 0.956 1.214
C -1.080 0.101 2.320
H -0.575 3.372 3.565
H -0.480 3.065 0.860
H -0.948 -1.030 2.351
*
```

For the frontier orbital gap (spin up / spin down), the calculation gives 6.918 / 7.315 eV. The expectation value of S² is 8.769. The total energy is -89404.183 eV. For the largest force on an atom, the calculation gives 13.8 eV Å⁻¹. The calculation puts the highest occupied orbital energy (spin up / spin down) at -24.48 / -24.51 eV. As for the lowest unoccupied orbital energy (spin up / spin down): -0.645 / -0.632 Eh. Its energy relative to the best compared isomer or geometry (same formula, charge and spin) is 112.6 kJ/mol.

No. 4
Below is 2 unconnected molecules or ions with the total composition C3H11NOS2 in a non-equilibrium geometry, with properties calculated with ωB97M-V/def2-TZVPD.

Geometry as ORCA input:
```
! wB97M-V def2-TZVPD RIJCOSX def2/J DEFGRID3
* xyz 0 1
C 2.715 0.988 1.406
S 2.401 1.033 -0.369
S 0.439 0.447 -0.418
C -1.431 0.896 -0.630
C -2.275 0.775 0.616
N -2.329 -0.589 1.189
H 3.771 1.265 1.452
H 2.026 1.547 2.031
H 2.643 -0.033 1.792
H -1.735 0.279 -1.468
H -1.360 1.934 -0.959
H -3.273 0.972 0.200
H -1.947 1.485 1.369
H -1.633 -1.182 0.742
H -1.919 -0.478 2.112
O 1.006 -3.181 -2.764
H 1.921 -2.946 -2.575
H 0.981 -3.213 -3.727
*
```

For the frontier orbital gap, the calculation gives 7.803 eV. The SMILES is CSSCCN.O. The total energy is -28495.499 eV. For the largest force on an atom, the calculation gives 3.8 eV Å⁻¹. The calculation puts the highest occupied orbital energy at -8.13 eV. As for the lowest unoccupied orbital energy: -0.012 Eh. Its energy relative to the best compared isomer or geometry (same formula, charge and spin) is 202.4 kJ/mol.

No. 5
Below is a molecular structure, C35H33BrGeN5ORhS in a non-equilibrium geometry, with properties calculated with ωB97M-V/def2-TZVPD.

Geometry as ORCA input:
```
! wB97M-V def2-TZVPD RIJCOSX def2/J DEFGRID3
* xyz 1 2
Rh 0.163 -0.415 -0.070
C -2.927 1.870 1.757
C -1.865 0.879 1.428
N -1.148 0.977 0.271
N -1.289 1.946 -0.600
C -0.428 1.828 -1.601
O 0.354 0.795 -1.627
C -0.334 2.854 -2.622
C -1.375 3.764 -2.819
C -1.244 4.746 -3.779
C -0.080 4.837 -4.530
C 0.950 3.928 -4.344
C 0.823 2.929 -3.402
C -1.486 -0.196 2.244
C -2.095 -0.524 3.483
C -1.615 -1.562 4.229
C -0.514 -2.300 3.755
C 0.037 -1.962 2.539
N -0.412 -0.962 1.786
H -2.842 2.735 1.106
H -2.836 2.191 2.791
H -3.916 1.426 1.623
H -2.270 3.680 -2.223
H -2.047 5.448 -3.949
H 0.027 5.623 -5.260
H 1.851 4.001 -4.935
H 1.615 2.213 -3.236
H -2.944 0.056 3.811
H -2.069 -1.810 5.177
H -0.114 -3.125 4.318
H 0.881 -2.520 2.151
C -4.137 -1.557 0.116
Ge -2.299 -2.198 -0.423
C -2.544 -2.612 -2.399
C -3.564 -3.455 -2.807
C -3.840 -3.591 -4.158
C -3.090 -2.900 -5.094
C -2.062 -2.070 -4.684
C -1.787 -1.928 -3.334
C -2.124 -3.922 0.620
C -2.894 -4.092 1.761
C -2.540 -5.002 2.755
C -1.399 -5.756 2.624
C -0.599 -5.652 1.471
C 0.584 -6.404 1.316
C 1.328 -6.323 0.166
C 0.904 -5.505 -0.881
C -0.249 -4.763 -0.758
C -0.996 -4.763 0.432
H -4.865 -2.339 -0.081
H -4.411 -0.677 -0.460
H -4.175 -1.307 1.172
H -4.150 -3.996 -2.077
H -4.643 -4.240 -4.476
H -3.308 -3.012 -6.145
H -1.473 -1.529 -5.410
H -0.988 -1.269 -3.008
H -3.793 -3.509 1.894
H -3.162 -5.107 3.631
H -1.117 -6.467 3.386
H 0.900 -7.036 2.133
H 2.237 -6.894 0.064
H 1.478 -5.456 -1.790
H -0.610 -4.181 -1.595
Br 1.526 -2.152 -0.861
C 5.801 1.691 1.553
N 5.478 0.709 0.554
C 6.371 -0.086 -0.118
C 5.671 -0.842 -1.000
N 4.356 -0.496 -0.867
C 4.232 0.436 0.100
S 2.804 1.127 0.678
H 6.878 1.704 1.712
H 5.295 1.452 2.489
H 5.471 2.678 1.224
H 7.421 -0.067 0.085
H 6.001 -1.589 -1.693
H 3.569 -0.921 -1.348
*
```

For the frontier orbital gap (spin up / spin down), the calculation gives 5.356 / 4.674 eV. The expectation value of S² is 0.840. The total energy is -186724.837 eV. For the largest force on an atom, the calculation gives 3.4 eV Å⁻¹. The calculation puts the highest occupied orbital energy (spin up / spin down) at -9.92 / -9.87 eV. As for the lowest unoccupied orbital energy (spin up / spin down): -0.168 / -0.191 Eh. Its energy relative to the best compared isomer or geometry (same formula, charge and spin) is 242.0 kJ/mol.

no.,molecular weight (u)
1,314.3
2,132.2
3,432.9
4,141.3
5,827.2